Entry 1:
DFT (ωB97M-V with the def2-TZVPD basis set) results for a structure of composition C15H30MgO25P2V2.

Each line ends with the Mulliken spin population.
Atoms and positions in Å:
O1 3.4419 1.6489 -1.1649  -0.21
V1 2.5968 2.4226 -0.0826  1.23
O2 -0.1062 4.7415 2.3362  -0.20
V2 0.4804 3.3822 2.7796  1.18
Mg1 0.4426 -0.8552 -0.0165  0.03
P1 3.2417 3.1047 2.3719  -0.06
O3 3.7419 3.8732 3.5551  0.71
O4 2.1360 3.7750 1.4760  0.01
O5 2.2235 2.2613 3.1496  0.33
O6 4.0892 2.4133 1.2946  0.03
P2 0.0078 1.5818 -0.0756  0.00
O7 -0.2073 2.2752 1.2368  0.03
O8 1.3152 0.7393 0.1873  -0.10
O9 0.7968 2.4287 -1.0520  0.03
O10 -0.8676 0.3216 -0.4474  0.00
C1 -3.3750 2.8876 -1.3885  0.00
O11 -2.6788 4.1033 -1.2525  0.00
C2 -2.9764 5.1073 -2.0830  0.00
O12 -3.8767 5.1021 -2.9340  0.00
O13 -2.1407 6.0954 -1.8427  0.00
C3 -2.4807 7.4053 -2.4670  0.00
H1 -3.2787 2.3742 -2.3452  0.00
H2 -4.4198 3.1948 -1.3439  0.00
H3 -3.1454 2.1163 -0.6534  0.00
H4 -1.6524 7.9698 -2.0389  0.00
H5 -3.4817 7.7593 -2.2203  0.00
H6 -2.3458 7.3500 -3.5472  0.00
C4 -1.9518 -2.2846 -2.6975  0.00
O14 -2.3808 -2.9514 -1.5184  0.00
C5 -1.5053 -3.2210 -0.4958  0.00
O15 -0.4173 -2.6638 -0.3026  0.00
O16 -1.9655 -4.2441 0.2789  0.00
C6 -3.3954 -4.5851 0.4226  0.00
H7 -2.7673 -1.9646 -3.3461  0.00
H8 -1.2737 -2.8986 -3.2901  0.00
H9 -1.3807 -1.3780 -2.4975  0.00
H10 -3.5138 -5.4761 1.0392  0.00
H11 -3.7887 -4.8275 -0.5646  0.00
H12 -3.7564 -3.6481 0.8468  0.00
C7 3.4030 -0.3655 2.5988  0.00
O17 3.6627 -1.6911 2.4148  0.00
C8 2.7765 -2.4246 1.6679  0.00
O18 1.9156 -1.9075 0.8715  0.00
O19 3.2439 -3.6507 1.6094  0.00
C9 2.5635 -4.7182 0.9024  0.00
H13 2.6689 -0.1893 3.3851  0.00
H14 3.0293 0.1136 1.6938  0.00
H15 4.3697 0.0759 2.8410  0.00
H16 2.4679 -5.5816 1.5609  0.00
H17 3.0801 -5.0079 -0.0127  0.00
H18 1.5056 -4.4729 0.8088  0.00
C10 2.4829 -3.8714 -2.8889  0.00
O20 1.8244 -2.8284 -3.4865  0.00
C11 1.5829 -1.6706 -2.8747  0.00
O21 1.4300 -1.3982 -1.6987  -0.01
O22 1.5929 -0.6762 -3.7986  0.00
C12 1.2330 0.5993 -3.5103  0.00
H19 2.3657 -3.8543 -1.8054  0.00
H20 3.5619 -3.8341 -3.0384  0.00
H21 2.2857 -4.8095 -3.4079  0.00
H22 0.2263 0.7068 -3.1064  0.00
H23 1.2640 1.1912 -4.4251  0.00
H24 1.6797 1.1801 -2.7033  0.01
C13 -3.0098 0.1487 1.6679  0.00
O23 -2.5607 -0.2750 2.9383  0.00
C14 -1.3278 -0.8233 3.0265  0.00
O24 -0.5036 -1.1002 2.0676  0.01
O25 -1.0710 -0.8129 4.4165  0.00
C15 0.2913 -1.0621 4.6546  0.00
H25 -4.0815 0.3463 1.6916  0.00
H26 -2.7642 -0.5392 0.8589  0.00
H27 -2.5546 1.1240 1.4952  0.00
H28 0.9980 -0.2497 4.4851  0.00
H29 0.6323 -1.9094 4.0595  0.00
H30 0.3512 -1.1987 5.7343  0.00

Forces on the atoms, in the same order (eV/Å):
O -0.315 1.588 0.918
V -0.867 -3.976 -3.227
O 0.062 -0.503 1.464
V 0.500 -0.111 -4.788
Mg 1.295 -3.729 0.735
P -0.690 -1.253 -3.132
O 1.146 0.999 1.190
O -0.416 1.347 0.076
O -0.761 -1.131 2.389
O -0.300 0.824 1.950
P 2.436 -3.818 -1.090
O -1.887 1.672 3.289
O 3.133 0.890 2.720
O -1.433 3.527 -1.606
O -1.857 4.655 -0.539
C -1.919 -0.086 -0.845
O 1.429 -0.195 0.352
C -1.953 -0.296 -1.936
O 1.794 -0.120 1.904
O -0.687 0.985 -0.273
C 1.284 -1.082 0.289
H 0.479 0.455 -0.328
H -0.296 -0.656 0.221
H 0.407 0.751 0.464
H -0.537 0.564 -0.134
H 0.214 -0.218 0.214
H -0.172 -0.166 0.095
C 1.373 0.997 -0.687
O 0.586 -0.599 1.436
C -0.866 -0.434 -0.510
O -2.686 -1.699 -0.425
O 1.453 1.022 -0.361
C 0.840 0.980 -1.073
H -0.417 -0.491 0.580
H -0.175 -0.440 0.112
H -0.103 0.119 0.504
H 0.515 0.429 0.258
H -0.205 0.355 0.113
H -0.950 -0.588 0.049
C -0.250 2.411 -0.086
O -1.625 -3.808 -0.932
C 0.317 2.647 -3.414
O 2.755 -2.368 3.716
O -0.392 -0.418 0.449
C -1.180 0.051 0.830
H 0.227 -0.080 0.073
H 0.012 -0.205 0.000
H -0.201 0.134 0.208
H 0.863 0.049 0.206
H -0.076 0.421 0.144
H 0.132 0.485 -0.843
C 1.848 -1.468 1.304
O -1.144 2.198 -0.861
C 0.666 2.426 -0.808
O 0.178 -1.254 -0.866
O 0.804 -3.882 -0.265
C -1.849 3.275 1.098
H -0.526 -0.441 -0.080
H 0.255 0.773 -0.151
H -0.963 0.095 0.386
H -0.698 -0.641 -0.454
H 0.189 -0.282 0.012
H 1.371 -0.746 -0.178
C -0.255 0.862 -0.944
O 1.566 -1.619 0.314
C 1.336 1.308 -1.030
O -3.687 0.974 4.600
O -0.143 -0.048 -4.046
C 1.171 -0.627 1.274
H 0.016 -0.469 0.414
H 0.083 0.073 0.204
H 0.184 -0.161 -0.354
H -0.556 0.531 -0.556
H 0.047 -0.146 0.398
H 0.068 -0.617 -0.127

## Properties
Charge: +1
Spin multiplicity: 4
Lowest unoccupied orbital energy (alpha / beta), eV: -4.75 / -6.69
HOMO (alpha / beta), eV: -12.37 / -12.37
Gap between HOMO and LUMO (alpha / beta), eV: 7.63 / 5.68
⟨S²⟩: 3.8080

Entry 2:
DFT (ωB97M-V with the def2-TZVPD basis set) results for a structure of composition C15H30NO5PPd.

Each line ends with the natural charge from an NBO analysis.
Atoms and positions in Å:
Pd1 0.0518 0.4151 -0.8177  0.80
O1 -0.4172 3.9631 1.3360  -0.75
C1 -1.5016 4.7199 0.8231  -0.09
C2 -2.7190 4.4580 1.6828  -0.24
N1 -3.0432 3.0116 1.7303  -0.22
C3 -3.0122 2.3529 2.8154  0.15
C4 0.5417 1.4474 2.3561  1.08
O2 -0.1197 1.6083 3.2876  -0.49
O3 1.2229 1.2495 1.4316  -0.57
C5 -3.3016 2.3470 0.4400  -0.35
C6 -2.0287 1.6340 -0.0219  0.77
O4 -1.4779 1.9976 -1.0856  -0.70
O5 -1.5780 0.6956 0.7012  -0.75
H1 0.4018 4.4300 1.1419  0.50
H2 -1.6932 4.4573 -0.2216  0.19
H3 -1.3088 5.7934 0.8681  0.22
H4 -3.5859 4.9720 1.2636  0.25
H5 -2.5622 4.7878 2.7070  0.24
H6 -3.2435 1.2958 2.8025  0.24
H7 -2.7693 2.8555 3.7427  0.24
H8 -3.5823 3.1031 -0.2848  0.26
H9 -4.1113 1.6285 0.5546  0.26
C7 -1.0862 -2.6652 0.8350  -0.62
C8 0.4386 -2.6096 0.7295  -0.55
C9 1.0449 -4.0119 0.5551  -0.62
P1 1.0012 -1.5677 -0.6435  1.37
C10 2.8157 -1.3762 -0.6586  -0.55
C11 3.1779 -0.1591 -1.5206  -0.62
C12 3.4106 -1.2700 0.7459  -0.62
C13 0.3738 -2.1748 -2.2553  -0.55
C14 -0.1295 -0.9717 -3.0705  -0.66
C15 1.3880 -3.0117 -3.0369  -0.62
H10 -1.3519 -3.2668 1.7042  0.25
H11 -1.5301 -3.1512 -0.0351  0.22
H12 -1.5291 -1.6784 0.9541  0.23
H13 0.8546 -2.1371 1.6247  0.26
H14 0.6275 -4.5107 -0.3211  0.22
H15 0.7874 -4.6141 1.4263  0.26
H16 2.1316 -4.0034 0.4702  0.22
H17 3.1919 -2.2848 -1.1399  0.26
H18 2.8022 0.7682 -1.0747  0.21
H19 2.8128 -0.2361 -2.5450  0.22
H20 4.2627 -0.0653 -1.5716  0.26
H21 3.0526 -0.3823 1.2683  0.22
H22 4.4937 -1.1886 0.6554  0.25
H23 3.2013 -2.1464 1.3580  0.22
H24 -0.4849 -2.8011 -1.9977  0.26
H25 0.6700 -0.2552 -3.2910  0.23
H26 -0.9982 -0.4637 -2.6197  0.22
H27 -0.4916 -1.3096 -4.0435  0.29
H28 2.2419 -2.4150 -3.3582  0.22
H29 0.9044 -3.4012 -3.9335  0.25
H30 1.7539 -3.8628 -2.4633  0.23

Forces on the atoms, in the same order (eV/Å):
Pd -0.371 -0.122 -0.331
O -0.045 0.004 0.030
C 0.032 0.075 -0.060
C -0.116 0.001 -0.021
N 0.058 0.037 0.014
C -0.066 -0.049 0.044
C -0.150 -0.068 0.193
O 0.083 0.024 -0.126
O 0.044 0.111 0.014
C 0.113 0.040 -0.032
C 0.130 -0.022 -0.044
O 0.077 -0.103 0.313
O -0.122 0.164 -0.113
H 0.047 -0.024 -0.005
H 0.010 0.012 0.013
H 0.004 -0.002 0.003
H 0.001 -0.022 0.045
H 0.025 0.007 0.001
H 0.029 -0.020 0.007
H 0.024 0.004 -0.008
H -0.051 0.002 -0.043
H 0.032 -0.010 0.054
C 0.015 0.007 0.015
C 0.026 -0.050 -0.039
C 0.001 0.002 0.023
P 0.088 0.080 0.077
C -0.059 0.017 0.012
C 0.033 -0.006 -0.009
C -0.008 0.003 0.034
C 0.071 -0.157 0.028
C 0.111 0.074 -0.010
C -0.028 -0.003 -0.010
H -0.002 0.004 0.000
H 0.001 0.006 -0.006
H -0.016 0.012 -0.002
H -0.012 -0.016 0.010
H 0.005 -0.001 -0.001
H -0.004 0.001 0.000
H 0.000 0.000 -0.008
H -0.004 0.000 -0.009
H -0.010 -0.003 0.008
H 0.003 -0.006 -0.007
H -0.001 0.008 -0.003
H 0.021 -0.029 -0.027
H 0.001 0.012 0.008
H 0.007 0.005 -0.007
H -0.005 0.003 -0.005
H -0.006 0.007 -0.020
H -0.015 -0.034 0.005
H -0.012 0.021 -0.006
H 0.008 0.002 -0.001
H 0.000 0.002 0.001
H 0.003 0.001 0.003

## Properties
Charge: +2
Lowest unoccupied orbital energy (alpha / beta), eV: -8.11 / -8.11
HOMO (alpha / beta), eV: -16.17 / -16.18
Gap between HOMO and LUMO (alpha / beta), eV: 8.06 / 8.06
ΔE to the lowest compared entry with this formula, charge and spin, kcal/mol: 3.5

no.,energy (eV)
1,-142628.0531
2,-40523.5831